1.
# C4H9ClO3P

A cluster of 2 separate species, C4H9ClO3P in total in a non-equilibrium geometry (ωB97M-V/def2-TZVPD, OMol25).

Output
**Kohn-Sham gap**: 0.098 Eh
**Spin multiplicity**: 1
**Total charge**: -1

The geometry in XYZ format:
```
18
Properties=species:S:1:pos:R:3:forces:R:3:mulliken_charge:R:1
C 1.11835 -0.95085 -0.55739 0.3 0.1 -0.2 -1.002
C 0.19195 0.04477 -1.19260 0.0 -0.1 0.4 0.199
Cl -0.40982 -0.65747 -2.80676 -0.1 0.2 0.0 -0.293
C -0.99141 0.35500 -0.25552 0.5 0.1 0.2 -0.624
P -2.44060 -0.64265 -0.55381 0.0 0.1 0.2 0.114
H 1.81754 -1.37342 -1.27942 0.0 0.1 -0.1 0.380
H 0.53932 -1.78352 -0.14555 0.1 0.0 0.2 0.237
H 1.69165 -0.42481 0.22752 0.0 -0.1 0.6 0.195
H 0.66519 0.98517 -1.45378 0.1 -0.1 0.0 0.393
H -0.65537 0.13576 0.78167 0.2 0.4 0.1 0.328
H -1.28523 1.40537 -0.22994 0.0 0.0 -0.1 0.459
H -3.51854 -0.05960 0.11142 0.0 -0.1 0.1 0.136
H -2.93251 -0.87468 -1.83936 -0.1 0.0 -0.1 0.119
H -2.31120 -1.91420 -0.00225 0.0 -0.1 0.0 0.132
C 2.16512 1.46280 2.31823 0.6 -0.9 0.1 0.567
O 0.95811 1.63098 1.81279 -0.7 -0.1 -0.6 -0.728
O 2.72033 2.34805 3.02664 -0.4 0.5 0.0 -0.784
O 2.77812 0.33786 2.09250 -0.5 -0.2 -0.6 -0.828
```
Positions in Å, forces in eV/Å.

***

2.
# C37H48BIMoN12P

A structure of composition C37H48BIMoN12P in a non-equilibrium geometry (ωB97M-V/def2-TZVPD, OMol25).

Output
**Kohn-Sham gap (spin up / spin down)**: 0.230 / 0.235 Eh
**Spin multiplicity**: 2
**Total charge**: +2

The geometry in XYZ format:
```
101
Properties=species:S:1:pos:R:3:forces:R:3:mulliken_charge:R:1
Mo -0.98058 0.07221 -1.39501 1.9 1.3 1.6 -1.844
C -2.69427 -1.51145 -5.12278 -0.1 0.0 -0.2 -1.412
C -2.18046 -0.44617 -4.38243 0.0 0.1 0.1 -0.254
N -1.79689 -0.84839 -3.17668 -0.2 -0.8 -0.6 0.684
N -2.06301 -2.19928 -3.12148 0.1 0.3 0.4 0.098
C -2.61889 -2.59811 -4.28787 0.0 -0.2 -0.1 -0.178
B -1.45448 -3.04776 -2.06968 0.2 0.1 -0.4 0.414
N -0.03005 -2.79679 -1.81854 -0.2 0.2 -0.1 1.195
C 0.98273 -3.71459 -1.73377 -0.1 0.0 0.0 -0.214
C 2.14501 -3.09170 -2.06989 0.1 0.0 -0.1 -1.723
C 1.77641 -1.75993 -2.35801 0.2 -0.2 -0.5 -0.999
N 0.48816 -1.57417 -2.21221 -0.5 -0.6 0.3 -0.481
N -2.41758 -0.77487 -0.22825 0.4 -0.4 -0.1 1.917
C -3.46458 -1.32499 0.41975 0.2 0.2 -0.1 -0.461
C -3.89344 -0.39658 1.34720 -0.1 0.2 0.3 -1.456
C -3.04865 0.73029 1.19860 -0.2 -0.2 0.1 -0.467
N -2.16438 0.45939 0.26127 -0.7 -0.6 -0.1 -0.591
N -2.16375 -4.10466 -1.46680 0.0 0.2 -0.1 0.956
C -1.79958 -4.94457 -0.42281 0.2 0.2 -0.2 -0.254
C -2.86467 -5.71420 -0.13847 -0.4 -0.2 0.1 -0.779
C -3.88211 -5.28944 -1.05755 -0.2 -0.1 0.0 -0.326
N -3.48289 -4.32876 -1.84528 0.4 -0.2 0.4 -1.003
H -3.09078 -1.48304 -6.12720 0.1 0.0 0.2 0.451
H -2.09235 0.59282 -4.65978 0.0 0.0 0.0 0.474
H -2.89689 -3.63219 -4.44084 0.0 0.2 0.1 0.543
H 0.78612 -4.75003 -1.49305 0.0 0.1 -0.1 0.770
H 3.12961 -3.53054 -2.13344 -0.2 0.1 0.0 0.565
H 2.41065 -0.94978 -2.69354 -0.3 -0.6 -0.2 1.341
H -3.84943 -2.30721 0.17742 0.1 0.1 0.0 0.389
H -4.71539 -0.50707 2.04249 0.2 0.1 -0.1 0.549
H -3.05202 1.67279 1.72137 0.0 0.0 0.0 0.522
H -0.80932 -4.91374 0.01229 -0.2 0.0 0.0 0.335
H -2.93894 -6.48357 0.61620 0.0 0.1 -0.1 0.473
H -4.89269 -5.66840 -1.15002 0.1 0.0 0.0 0.471
I 0.50677 2.21741 -2.64099 0.1 -0.4 -0.1 0.349
C -1.13048 3.49904 -2.54431 0.2 -0.2 0.0 0.683
C -0.92730 4.82020 -2.76010 -0.1 0.3 0.0 -0.765
C -2.06006 5.66505 -2.83066 0.2 0.1 0.0 -0.692
C -3.30445 5.12727 -2.73853 -0.2 -0.1 0.0 -0.978
C -3.49947 3.73606 -2.52710 -0.1 0.1 0.0 0.865
C -4.79922 3.18448 -2.49589 -0.1 0.2 0.0 -0.954
C -4.96583 1.84259 -2.34123 0.0 -0.2 0.0 -1.264
C -3.84782 0.99923 -2.15125 -0.2 0.1 0.1 0.178
C -2.56305 1.48578 -2.10260 0.4 0.2 -0.2 1.485
C -2.37944 2.87395 -2.37041 -0.2 0.0 0.1 0.257
H 0.06691 5.22698 -2.88977 0.0 0.0 0.0 0.473
H -1.92287 6.72603 -2.99711 0.0 -0.1 0.0 0.425
H -4.17878 5.75877 -2.83739 0.0 0.0 0.0 0.431
H -5.65329 3.84182 -2.63253 0.1 -0.1 0.1 0.433
H -5.96059 1.40822 -2.34454 0.1 0.0 0.0 0.465
H -4.04552 -0.05728 -2.03170 0.0 0.0 0.1 0.419
N 0.44907 0.24097 -0.21847 -1.6 -0.5 -1.3 1.473
P 1.47479 0.40528 0.98835 0.0 0.4 0.5 -2.512
N 1.01040 -0.61356 2.17709 -0.4 -0.3 0.2 0.884
C 1.55331 -0.50839 3.55462 -0.2 -0.1 0.0 -0.289
C 0.48088 -0.88190 4.56903 0.0 -0.1 -0.1 -0.885
C 0.05980 -2.35159 4.40049 0.0 0.1 -0.1 -0.905
C 0.15553 -2.79265 2.92692 0.0 0.0 0.1 -0.995
C -0.06718 -1.61530 1.98945 0.2 0.0 0.3 1.244
N 1.54133 1.87020 1.70703 -0.1 0.6 0.0 0.287
C 2.47977 2.93496 1.30446 -0.1 0.0 0.1 -0.220
C 3.15026 3.52850 2.54988 -0.1 -0.1 0.1 -0.873
C 2.20205 3.46048 3.76085 0.0 0.0 -0.1 -0.628
C 0.74420 3.57640 3.31739 0.1 -0.1 0.0 -0.934
C 0.34899 2.41863 2.37770 0.1 0.1 0.1 -0.090
N 2.98923 0.14995 0.47290 0.6 -0.4 -0.7 0.967
C 3.37684 0.24510 -0.94870 0.2 0.4 0.5 0.389
C 4.42603 -0.81415 -1.24211 0.1 0.1 0.2 -0.907
C 5.71830 -0.45341 -0.48788 0.0 0.0 0.0 -0.904
C 5.41620 0.22187 0.86732 0.0 -0.1 -0.1 -1.019
C 4.06752 -0.20123 1.42908 0.0 0.0 -0.2 -0.474
H 1.89859 0.50839 3.72018 0.0 0.1 0.0 0.046
H 2.41524 -1.17072 3.67712 0.0 0.0 -0.1 0.331
H -0.38093 -0.21859 4.44280 0.1 0.0 0.0 0.164
H 0.87254 -0.70756 5.57238 -0.1 0.0 0.0 0.529
H -0.96286 -2.48073 4.75886 0.0 0.0 0.0 0.353
H 0.69158 -2.99174 5.01635 0.0 0.0 0.0 0.400
H -0.59072 -3.56381 2.71975 0.0 0.0 0.0 0.400
H 1.13710 -3.22866 2.71619 0.0 0.0 0.0 0.362
H -1.05134 -1.17135 2.19147 0.1 0.1 0.0 -0.275
H -0.07100 -1.94440 0.95746 0.1 -0.1 -0.2 -0.765
H 1.92182 3.71495 0.77217 0.0 -0.1 0.0 0.518
H 3.21906 2.53873 0.61365 0.0 0.0 0.0 -0.062
H 3.42636 4.56506 2.34131 0.0 -0.1 0.0 0.469
H 4.07334 2.98800 2.77096 0.0 0.0 0.0 0.209
H 2.44364 4.25195 4.47058 0.0 0.0 0.0 0.487
H 2.33797 2.51764 4.29403 0.0 0.0 0.0 0.145
H 0.59774 4.53292 2.81059 0.0 0.0 0.0 0.420
H 0.08255 3.57295 4.18374 0.0 0.0 0.0 0.426
H -0.36389 2.78250 1.62861 -0.1 0.0 -0.1 -0.043
H -0.13763 1.61434 2.93391 0.1 0.0 0.0 0.123
H 3.79883 1.23577 -1.17776 0.0 0.0 0.1 0.220
H 2.48199 0.13737 -1.55892 0.2 0.4 0.6 -0.641
H 4.61434 -0.88388 -2.31772 0.0 0.0 0.1 0.561
H 4.04566 -1.78590 -0.90867 0.1 0.2 0.0 0.207
H 6.30781 0.22784 -1.10095 0.1 0.0 0.0 0.365
H 6.32607 -1.34725 -0.33996 0.0 0.0 0.0 0.359
H 5.43260 1.30903 0.75983 0.0 0.0 0.0 0.256
H 6.17899 -0.03160 1.59998 0.1 0.0 0.0 0.488
H 3.89253 0.29800 2.38204 -0.1 0.1 0.0 0.480
H 4.06859 -1.28055 1.61952 -0.1 0.0 0.0 0.341
```
Positions in Å, forces in eV/Å.